No. 1
The following is a quantum chemistry calculation of C25H56N6O3PSbSe4Sn as an isolated structure, from the Open Molecules 2025 dataset.

```
97
Properties=species:S:1:pos:R:3
Sn 0.603 0.093 0.736
C 1.157 3.645 -3.044
O 0.294 2.706 -2.418
C -0.199 1.724 -3.312
C 0.757 0.573 -3.519
O 0.688 -0.317 -2.408
C 1.170 -1.616 -2.717
C 0.609 -2.620 -1.741
O 1.054 -2.417 -0.399
C 2.317 -3.026 -0.156
H 1.388 4.414 -2.310
H 2.089 3.182 -3.379
H 0.663 4.111 -3.901
H -0.437 2.181 -4.278
H -1.122 1.333 -2.878
H 1.782 0.939 -3.641
H 0.478 0.041 -4.434
H 2.266 -1.620 -2.718
H 0.831 -1.908 -3.717
H 0.886 -3.627 -2.068
H -0.476 -2.544 -1.724
H 2.260 -4.103 -0.335
H 2.564 -2.850 0.891
H 3.103 -2.599 -0.783
N 2.863 2.434 1.325
C 2.736 3.236 2.548
C 1.299 3.191 3.049
C 0.328 3.985 2.173
C -0.960 3.254 1.833
N -0.773 2.189 0.817
H 3.839 2.324 1.071
H 2.435 2.924 0.545
H 3.049 4.275 2.397
H 3.403 2.809 3.298
H 1.265 3.570 4.072
H 0.986 2.140 3.087
H 0.810 4.288 1.237
H 0.054 4.907 2.686
H -1.686 3.978 1.457
H -1.385 2.798 2.732
H -0.447 2.636 -0.043
H -1.683 1.798 0.587
N -0.350 -0.707 2.635
P 0.320 -1.404 3.932
N -0.684 -1.178 5.224
C -0.568 -2.084 6.389
C -1.264 -1.510 7.617
C -0.851 -0.059 7.823
C -1.322 0.804 6.642
C -1.601 -0.038 5.389
N 0.579 -2.995 3.596
C 1.412 -3.876 4.440
C 0.687 -5.180 4.736
C 0.424 -5.964 3.437
C 0.462 -5.038 2.216
C -0.164 -3.685 2.525
N 1.812 -0.898 4.398
C 3.022 -1.210 3.624
C 4.173 -1.586 4.551
C 4.410 -0.516 5.615
C 3.112 -0.178 6.345
C 2.032 0.203 5.341
H 0.489 -2.222 6.629
H -0.985 -3.063 6.142
H -0.980 -2.120 8.475
H -2.349 -1.588 7.520
H 0.238 -0.015 7.917
H -1.260 0.326 8.756
H -0.587 1.580 6.420
H -2.249 1.322 6.895
H -1.518 0.604 4.511
H -2.628 -0.416 5.431
H 1.677 -3.351 5.353
H 2.350 -4.097 3.919
H -0.254 -4.958 5.243
H 1.285 -5.771 5.429
H -0.548 -6.454 3.493
H 1.166 -6.752 3.312
H -0.079 -5.486 1.382
H 1.490 -4.885 1.880
H -1.209 -3.863 2.827
H -0.171 -3.068 1.625
H 3.298 -0.331 3.025
H 2.804 -2.024 2.932
H 5.076 -1.741 3.959
H 3.936 -2.534 5.040
H 4.808 0.390 5.146
H 5.162 -0.863 6.323
H 3.268 0.645 7.044
H 2.775 -1.044 6.924
H 2.361 1.080 4.787
H 1.098 0.453 5.834
Se -3.944 -3.590 2.130
Sb -2.346 -1.092 2.311
Se -5.413 -0.348 2.016
Se -5.707 -2.392 2.734
Se -2.052 -0.673 -0.042
```

Calculated values
HOMO level (spin up / spin down) = -13.251 / -13.246 eV
E_tot = -324948.879 eV
net charge = +2

What are the Mulliken partial charges on each atom? They are as follows, in elementary charge units:
1 Sn 0.800
2 C -0.891
3 O -0.197
4 C -0.580
5 C -0.540
6 O 0.014
7 C -0.526
8 C -0.811
9 O 0.146
10 C -0.514
11 H 0.256
12 H 0.342
13 H 0.359
14 H 0.436
15 H 0.186
16 H 0.211
17 H 0.420
18 H 0.260
19 H 0.434
20 H 0.387
21 H 0.212
22 H 0.332
23 H -0.135
24 H 0.306
25 N -0.227
26 C -1.186
27 C 0.773
28 C -1.039
29 C -0.726
30 N -0.208
31 H 0.263
32 H 0.087
33 H 0.356
34 H 0.442
35 H 0.562
36 H -0.701
37 H 0.401
38 H 0.434
39 H 0.492
40 H 0.232
41 H 0.149
42 H 0.224
43 N -0.124
44 P -1.505
45 N 0.815
46 C 0.022
47 C -1.064
48 C -0.415
49 C -1.030
50 C -0.162
51 N 1.105
52 C -0.693
53 C -0.781
54 C -0.868
55 C -1.018
56 C 0.362
57 N 0.976
58 C 0.175
59 C -0.776
60 C -0.995
61 C -0.813
62 C 0.973
63 H 0.198
64 H -0.070
65 H 0.501
66 H 0.407
67 H 0.203
68 H 0.437
69 H 0.194
70 H 0.524
71 H -0.255
72 H 0.455
73 H 0.463
74 H 0.436
75 H 0.099
76 H 0.508
77 H 0.387
78 H 0.332
79 H 0.601
80 H 0.192
81 H -0.673
82 H 0.347
83 H 0.367
84 H -0.481
85 H 0.423
86 H 0.201
87 H 0.263
88 H 0.475
89 H 0.446
90 H 0.296
91 H -0.290
92 H -0.725
93 Se -0.068
94 Sb 0.948
95 Se -0.126
96 Se 0.184
97 Se -0.616



No. 2
The following is a quantum chemistry calculation of C25H58BF4GaN3O3S as an isolated structure, from the Open Molecules 2025 dataset.

```
96
Properties=species:S:1:pos:R:3
C 1.529 -5.483 -0.922
C 0.063 -5.894 -0.745
C -0.253 -7.258 -1.401
C -1.415 -7.221 -2.396
C -1.183 -6.253 -3.584
C -2.180 -5.083 -3.667
C -1.589 -3.852 -4.375
C -0.522 -3.120 -3.563
C -1.100 -2.194 -2.485
C -0.131 -1.903 -1.336
Ga 1.589 -0.980 -1.810
F 2.279 -0.407 -0.225
B 3.169 -2.051 -2.740
O 4.476 -1.619 -2.464
N 3.027 -3.242 -3.598
C 2.865 -2.882 -5.008
C 4.093 -4.231 -3.430
S 0.956 1.062 -2.887
O -0.371 1.470 -2.432
O 2.018 2.056 -2.725
C 0.751 0.933 -4.749
F 0.478 2.129 -5.275
F -0.255 0.085 -5.068
F 1.878 0.458 -5.329
H 1.765 -5.357 -1.983
H 2.194 -6.238 -0.492
H 1.747 -4.526 -0.437
H -0.580 -5.113 -1.172
H -0.158 -5.931 0.327
H -0.496 -7.981 -0.614
H 0.652 -7.628 -1.898
H -1.577 -8.234 -2.782
H -2.325 -6.904 -1.870
H -1.304 -6.835 -4.505
H -0.150 -5.891 -3.587
H -3.037 -5.421 -4.261
H -2.526 -4.792 -2.670
H -1.137 -4.216 -5.311
H -2.382 -3.157 -4.672
H 0.107 -2.525 -4.233
H 0.163 -3.831 -3.085
H -1.455 -1.262 -2.935
H -1.993 -2.690 -2.068
H 0.134 -2.820 -0.798
H -0.642 -1.250 -0.614
H 4.706 -1.684 -1.534
H 2.719 -3.789 -5.607
H 3.738 -2.343 -5.402
H 1.976 -2.259 -5.143
H 3.664 -5.243 -3.401
H 4.820 -4.216 -4.255
H 4.638 -4.087 -2.495
C -2.005 1.747 5.089
C -1.338 1.985 3.742
N -0.715 0.802 3.192
C 0.188 1.087 2.080
C -0.408 1.697 0.811
C -1.588 -0.344 3.021
C -2.847 -0.171 2.161
H -1.305 1.284 5.787
H -2.335 2.698 5.513
H -2.883 1.105 5.005
H -0.552 2.734 3.878
H -2.074 2.436 3.055
H 0.711 0.166 1.815
H 0.963 1.762 2.459
H -0.991 0.974 0.243
H 0.399 2.026 0.156
H -1.035 2.568 1.020
H -1.900 -0.686 4.014
H -0.984 -1.158 2.614
H -3.404 0.727 2.434
H -3.511 -1.026 2.309
H -2.615 -0.116 1.099
C -1.652 5.557 3.013
C -1.304 7.003 3.326
N -0.653 7.155 4.616
C -0.581 8.529 5.074
C 0.253 9.524 4.257
C 0.541 6.348 4.811
C 1.688 6.504 3.806
H -2.225 5.112 3.828
H -2.254 5.504 2.105
H -0.764 4.949 2.846
H -2.224 7.593 3.355
H -0.704 7.408 2.495
H -0.218 8.522 6.106
H -1.608 8.905 5.124
H 1.323 9.352 4.370
H 0.050 10.541 4.600
H 0.009 9.481 3.195
H 0.238 5.298 4.817
H 0.910 6.544 5.821
H 1.333 6.464 2.775
H 2.399 5.686 3.934
H 2.236 7.436 3.941
```

Calculated values
HOMO level = -5.220 eV
E_tot = -112240.172 eV
net charge = -1

What are the Mulliken partial charges on each atom? They are as follows, in elementary charge units:
1 C -1.065
2 C 0.191
3 C -0.959
4 C -0.967
5 C -0.391
6 C -0.708
7 C -1.523
8 C 1.867
9 C -1.075
10 C -0.133
11 Ga 0.355
12 F -0.611
13 B 0.439
14 O -0.619
15 N 0.382
16 C -1.127
17 C -1.144
18 S 0.586
19 O -0.619
20 O -0.672
21 C 0.543
22 F -0.220
23 F -0.234
24 F -0.233
25 H -0.033
26 H 0.508
27 H 0.272
28 H -0.083
29 H 0.534
30 H 0.337
31 H 0.336
32 H 0.361
33 H 0.387
34 H 0.520
35 H 0.142
36 H 0.421
37 H 0.369
38 H 0.390
39 H 0.389
40 H -0.421
41 H -0.596
42 H 0.478
43 H 0.404
44 H 0.174
45 H -0.095
46 H 0.272
47 H 0.349
48 H 0.389
49 H 0.177
50 H 0.267
51 H 0.341
52 H 0.347
53 C -1.600
54 C 0.092
55 N 0.166
56 C -0.840
57 C -0.449
58 C -0.724
59 C -0.959
60 H 0.365
61 H 0.444
62 H 0.304
63 H 0.097
64 H 0.293
65 H 0.383
66 H 0.312
67 H -0.005
68 H 0.258
69 H 0.198
70 H 0.380
71 H 0.421
72 H 0.266
73 H 0.380
74 H 0.230
75 C -1.153
76 C -0.543
77 N 0.138
78 C -0.704
79 C -0.998
80 C -0.496
81 C -1.016
82 H 0.273
83 H 0.496
84 H 0.130
85 H 0.483
86 H 0.260
87 H 0.359
88 H 0.418
89 H 0.224
90 H 0.405
91 H 0.278
92 H 0.144
93 H 0.359
94 H 0.242
95 H 0.397
96 H 0.293



Question: What is the E_tot in the second record?
Answer: -112240.172 eV



Question: Look up the net charge of the first one.
Answer: +2



Question: Which value of net charge does entry 1 give?
Answer: +2